C44H120B3Cl2F12N8O14 | the ωB97M-V functional and the def2-TZVPD basis

orbital gap	7.41	eV
ΔE to the lowest compared entry with this formula, charge and spin	0.0000	eV
charge	+3

```
203
Properties=species:S:1:pos:R:3:forces:R:3
C -3.9428 4.9003 2.2010 -0.9 1.4 1.0
O -5.2893 5.4850 2.3218 -0.2 -0.6 0.3
C -5.3541 6.8602 2.0636 0.6 0.7 -0.4
C -6.7533 7.4663 2.3670 0.6 -0.3 0.8
N -7.2546 6.8123 3.6547 -0.5 -1.4 -0.8
H -6.9499 5.8332 3.4591 -0.1 0.4 0.4
H -6.8155 7.0565 4.5506 0.3 0.7 -0.7
C -8.7480 6.7307 3.9359 0.6 0.3 -0.1
C -9.3139 8.0180 4.5681 0.9 1.2 -1.0
O -8.2570 8.9929 4.6571 -0.4 -0.3 0.2
C -8.4644 9.9957 5.6799 0.7 -0.9 0.3
H -3.5199 5.2597 1.2765 0.3 -0.2 -0.4
H -4.0655 3.8277 2.2394 0.0 -0.1 -0.1
H -3.3242 5.2693 3.0497 -0.3 -0.3 -0.5
H -5.1677 7.0436 0.9865 0.1 0.1 0.4
H -4.5770 7.3794 2.6603 -0.3 0.0 -0.2
H -7.4514 7.2148 1.5614 -0.1 -0.1 0.4
H -6.7058 8.5505 2.5050 0.0 -0.3 -0.1
H -8.7911 5.8976 4.6126 -0.4 -0.4 0.3
H -9.2593 6.4775 3.0020 0.2 0.0 0.2
H -9.7331 7.9087 5.5496 -0.3 -0.6 0.5
H -10.0792 8.3796 3.8805 -0.2 0.2 0.2
H -9.1938 10.7519 5.4168 -0.2 0.0 -0.2
H -7.4834 10.4581 5.8203 -0.3 0.0 0.0
H -8.7396 9.4923 6.6277 0.0 0.3 -0.4
C 1.8215 -5.3349 -3.4191 -1.1 -0.5 0.3
O 3.1748 -5.1196 -3.6912 0.9 0.3 -0.6
C 3.5972 -3.8035 -3.4946 0.7 -0.7 0.1
C 4.9954 -3.6631 -4.1023 -0.3 0.1 1.1
N 5.0654 -4.1063 -5.5241 -1.0 1.2 -0.2
H 5.9570 -4.5305 -5.6937 0.4 -0.9 0.1
H 4.2838 -4.7671 -5.7314 0.7 0.0 0.2
C 5.0001 -3.0438 -6.6052 -0.3 -0.9 0.0
C 5.1084 -3.8199 -7.9220 0.5 0.7 0.6
O 4.2079 -4.8928 -7.8780 0.0 0.6 1.0
C 4.1315 -5.6565 -9.0240 -2.7 -1.1 -2.9
H 1.6139 -6.2988 -3.8712 -0.4 0.0 -0.1
H 1.1518 -4.5534 -3.8269 0.4 -0.3 0.1
H 1.6336 -5.4189 -2.3414 0.1 0.2 -0.3
H 3.6587 -3.5839 -2.4111 0.0 0.3 -0.4
H 2.9358 -3.1056 -3.9965 -0.4 0.3 0.0
H 5.7365 -4.2603 -3.5677 -0.2 0.1 0.1
H 5.2200 -2.6070 -3.9603 0.5 0.0 -0.6
H 5.8357 -2.3378 -6.4863 -0.4 -0.2 0.0
H 4.0293 -2.5647 -6.5332 0.0 0.2 0.1
H 6.1344 -4.2125 -7.9774 0.0 0.2 -0.5
H 4.9201 -3.0431 -8.6740 0.0 -0.6 -0.5
H 3.3791 -5.2863 -9.7836 0.9 0.6 0.7
H 3.6580 -6.6385 -8.9201 0.4 0.0 1.3
H 5.0108 -5.8596 -9.5898 1.3 0.3 0.1
C 4.2391 6.8219 3.8136 0.3 -1.3 0.8
O 4.4101 7.3689 2.5401 0.0 0.7 -0.6
C 3.9480 8.7159 2.4699 0.6 -1.1 1.2
C 4.0346 9.0463 1.0371 -0.4 0.0 -0.6
N 3.2433 7.9725 0.3831 -1.5 -1.3 -1.4
H 3.4799 7.7833 -0.5781 0.8 0.3 -0.5
H 3.4069 7.0448 0.8378 -0.1 0.6 0.4
C 1.7254 8.1281 0.2788 -0.4 0.5 0.8
C 1.0295 6.8025 0.0290 0.9 0.2 -0.5
O 1.5417 5.9958 1.0271 -0.1 -1.1 0.5
C 1.1455 4.6091 0.9101 -0.5 0.5 -0.7
H 3.2213 6.9421 4.1869 -0.1 0.3 0.0
H 4.9743 7.2369 4.5109 -0.2 0.0 0.1
H 4.3870 5.7330 3.7336 0.1 0.5 0.0
H 4.5584 9.3564 3.1035 0.0 0.3 0.0
H 2.9297 8.6984 2.8296 -0.5 0.4 0.2
H 5.0641 9.0261 0.7076 0.2 -0.3 -0.3
H 3.6079 9.9963 0.7674 -0.2 0.4 0.0
H 1.4511 8.8562 -0.4732 0.4 0.3 -0.2
H 1.3485 8.4850 1.2429 0.4 0.0 -0.1
H 1.2146 6.3825 -0.9746 0.1 0.1 0.1
H -0.0396 6.9804 0.1093 -0.4 0.0 0.1
H 0.0464 4.5423 0.8399 0.3 0.0 0.0
H 1.4886 4.0956 1.7725 0.2 -0.2 0.7
H 1.6023 4.1564 0.0262 -0.1 0.1 0.0
C 0.7556 -8.1879 -0.6966 1.3 -1.7 0.1
O 1.1717 -7.5132 0.5059 -0.9 0.8 -0.9
C 1.2981 -6.0905 0.3429 -0.3 -1.0 -0.9
C 0.6934 -5.4128 1.5270 0.9 -0.3 0.9
N 1.3779 -5.8827 2.8418 -0.1 0.8 -2.4
H 1.1042 -6.8378 3.0606 -0.1 -0.5 -0.1
H 2.3809 -5.8465 2.6029 -0.5 0.0 0.9
C 0.8979 -5.0730 3.9741 0.3 -0.2 1.0
C -0.5093 -5.5622 4.3514 0.1 0.5 -0.8
O -0.3253 -6.9664 4.3695 0.4 -0.6 -0.1
C -1.3781 -7.9006 4.4355 -2.3 0.2 -0.4
H 0.2275 -7.6005 -1.4451 0.0 0.4 0.3
H 0.1378 -9.0587 -0.4381 -0.1 0.5 0.2
H 1.6627 -8.6673 -1.1473 -0.6 0.6 0.0
H 0.7705 -5.7070 -0.5590 0.0 -0.4 0.7
H 2.3668 -5.8785 0.1479 -0.2 0.3 0.5
H -0.3590 -5.5816 1.6722 -0.3 -0.2 -0.3
H 0.8523 -4.3534 1.4297 0.0 0.6 0.3
H 0.9198 -4.0376 3.6893 -0.2 0.6 0.1
H 1.5917 -5.2920 4.7876 -0.1 0.2 0.1
H -1.2216 -5.1579 3.6109 0.0 -0.6 0.0
H -0.8325 -5.0934 5.2833 0.2 -0.4 0.3
H -2.0857 -7.8797 3.5411 0.9 0.4 0.9
H -1.9974 -7.7365 5.3374 0.3 0.0 -0.3
H -1.0371 -8.9374 4.4653 0.7 0.4 0.1
C 5.2803 -1.1943 -1.3192 0.6 -0.6 -0.4
O 5.6005 -2.3924 -0.5552 -0.8 0.9 -0.4
C 6.8753 -2.3934 0.0477 -0.3 -1.1 0.7
C 6.9358 -1.6950 1.4392 -0.8 0.6 -1.1
N 5.7027 -1.9779 2.2919 -0.1 0.1 0.0
H 5.2557 -2.8411 1.9847 -0.1 0.1 -0.3
H 5.9964 -2.1591 3.2615 0.2 0.3 -0.1
C 4.5871 -0.8672 2.4892 -0.4 -1.2 0.0
C 4.0938 -1.1209 3.9370 1.0 0.5 -1.2
O 5.2721 -0.8094 4.6379 0.2 -0.6 0.9
C 5.2497 0.1517 5.7016 -0.3 0.1 -0.1
H 4.4204 -1.3688 -1.9909 0.2 -0.1 0.8
H 6.1261 -0.9789 -1.9752 0.2 0.1 -0.1
H 5.1176 -0.3034 -0.7206 -0.2 -0.1 0.3
H 7.6312 -2.0234 -0.6461 0.2 0.4 0.2
H 7.1029 -3.4703 0.2012 -0.1 0.5 0.0
H 7.0031 -0.6182 1.3300 -0.3 0.2 0.0
H 7.8524 -1.9722 1.9303 0.1 -0.5 0.5
H 3.8031 -0.8974 1.7036 0.8 -0.3 0.4
H 5.1495 0.0437 2.4942 0.0 0.6 -0.1
H 3.8712 -2.1945 4.0687 -0.4 0.3 0.1
H 3.2921 -0.4325 4.1848 -0.3 -0.3 -0.1
H 4.2646 0.3317 6.1484 0.1 -0.5 -0.2
H 5.5629 1.1051 5.3071 0.2 0.3 -0.1
H 5.9507 -0.2175 6.4286 0.2 0.0 0.4
C 0.5446 -1.5934 -6.6472 1.4 0.6 -0.7
O -0.2179 -1.6523 -5.4996 -1.3 0.2 0.3
C 0.3384 -0.9964 -4.3865 1.3 0.4 0.6
C -0.6942 -0.5752 -3.3814 -0.6 -0.4 -0.5
N -1.7376 0.2356 -4.0468 -0.6 -0.3 -1.1
H -1.3582 1.1387 -4.3404 0.1 0.5 0.4
H -1.9140 -0.2463 -4.9160 -0.2 -0.4 -0.7
C -3.0492 0.3342 -3.3289 1.4 -0.5 1.6
C -4.1687 0.5386 -4.2483 0.1 -2.1 -0.8
O -3.9882 1.6783 -4.9763 1.4 0.4 -0.1
C -5.1553 2.2390 -5.4152 -1.5 1.4 -0.8
H 0.1360 -2.0949 -7.4968 -1.2 -0.3 -0.3
H 1.4772 -2.1252 -6.5458 0.9 -0.3 0.5
H 0.8115 -0.5785 -6.9743 -0.2 0.1 0.3
H 0.9042 -0.0732 -4.6360 -0.1 -0.6 -0.4
H 0.9944 -1.7115 -3.8491 0.0 0.4 -0.2
H -0.2640 0.0555 -2.6432 0.6 0.2 0.7
H -1.1683 -1.4405 -2.9434 -0.2 0.0 0.1
H -2.8925 1.0940 -2.5984 -0.2 0.5 0.7
H -3.1492 -0.6412 -2.8464 -0.2 0.3 0.2
H -5.1482 0.5433 -3.7619 0.2 -0.4 0.3
H -4.0137 -0.4067 -4.8661 -1.2 0.8 -0.2
H -5.6301 1.6630 -6.2299 0.1 0.1 0.3
H -4.9072 3.2381 -5.7932 -0.1 -0.3 -0.1
H -5.8792 2.3985 -4.5903 0.2 -0.3 -0.3
C -5.1888 -3.5777 -1.9141 0.0 -0.4 -1.1
C -5.5367 -3.7405 -0.4976 -0.7 -0.1 2.2
C -4.4724 -3.6795 0.6169 -1.3 -1.1 -0.2
O -5.2944 -3.8693 1.8156 1.4 0.3 -0.7
C -4.5905 -3.3418 2.9394 0.1 -1.0 0.8
N -6.5629 -2.6903 -0.1207 -0.1 0.5 -0.6
H -6.7188 -2.8756 0.8664 0.0 0.3 0.5
H -6.1245 -1.6863 -0.2575 -0.5 -1.0 0.0
H -7.4548 -2.9047 -0.6062 0.8 0.8 0.1
H -4.2208 -4.0171 -2.1460 0.0 0.0 0.0
H -5.1514 -2.5149 -2.1351 0.1 0.1 -0.3
H -5.9677 -4.0915 -2.5053 0.4 0.4 -0.1
H -6.1011 -4.6655 -0.2630 0.5 0.1 -0.4
H -3.9139 -2.7478 0.6687 -0.1 0.1 -0.1
H -3.8080 -4.5407 0.4261 0.0 0.4 0.4
H -4.3461 -2.3164 2.7779 0.2 0.9 -0.1
H -3.6308 -3.8611 3.1455 -0.6 0.1 -0.3
H -5.2291 -3.4219 3.8254 0.0 -0.1 -0.3
C -1.2073 1.2344 2.0341 0.1 -0.1 0.2
C -0.5464 0.1570 1.1521 -0.4 0.3 0.4
C 0.7287 -0.2980 1.8332 0.5 -1.6 -0.2
O 1.3356 -1.5212 1.2828 -0.7 0.6 0.3
C 1.9678 -1.4034 0.0422 1.3 0.1 -0.5
N -1.5011 -0.9508 0.9770 0.5 -0.6 0.8
H -1.8903 -1.3095 1.8962 0.5 0.2 -0.1
H -2.2359 -0.6857 0.3751 -1.5 0.6 -1.0
H -1.0776 -1.7833 0.5850 0.4 -0.5 -0.1
H -1.9299 0.8371 2.7691 0.2 -0.3 -0.6
H -1.6836 2.0133 1.4478 -0.1 0.0 -0.1
H -0.4382 1.6559 2.6636 0.2 0.5 -0.1
H -0.3511 0.5155 0.1401 0.2 0.3 0.1
H 0.5258 -0.5582 2.8838 0.1 0.2 -0.4
H 1.5018 0.4348 1.7200 0.0 0.9 0.3
H 2.5926 -2.3043 -0.0304 -0.2 -0.1 -0.3
H 2.7206 -0.5715 -0.0868 -0.9 -0.1 0.5
H 1.3111 -1.3722 -0.8305 -0.2 0.0 0.2
B -1.0513 -3.6470 -1.1921 0.4 -1.0 1.1
F -1.4376 -4.9833 -1.4102 0.1 0.4 -0.5
F 0.2392 -3.3851 -1.6691 0.4 -0.2 -0.4
F -1.9155 -2.7167 -1.7094 -0.9 0.2 -0.2
F -0.9979 -3.5064 0.2277 -0.1 0.1 0.0
B 2.5036 2.4547 3.4113 0.3 -0.5 0.6
F 3.3296 1.5518 4.2009 -0.3 0.8 -0.7
F 2.6802 2.2087 2.0387 0.4 -0.3 -0.2
F 1.1727 2.1399 3.7289 0.3 0.6 0.2
F 2.8845 3.7816 3.6697 -0.4 -0.4 0.1
B 0.3452 2.4969 -2.7263 0.9 -0.7 0.1
F -0.7939 2.0901 -1.9727 0.4 0.5 -0.2
F 0.0501 2.2950 -4.1086 -0.1 0.1 0.1
F 0.7466 3.8138 -2.5102 -0.4 -0.5 0.2
F 1.4205 1.5692 -2.4063 -0.7 0.7 -0.1
Cl -4.6202 -0.2240 -0.4716 -0.2 -0.3 0.1
Cl -1.4820 -2.2872 3.5462 0.2 -0.3 0.4
```
Positions in Å, forces in eV/Å.